(1)
DFT (wB97M-V/def2-TZVPD) results for the ion C3H8N with charge +1.

Geometry as XYZ:
```
12
Properties=species:S:1:pos:R:3:mulliken_charge:R:1
N 0.29435 0.53971 -1.17740 -0.3568
C -1.56358 -0.03064 0.24288 -0.8265
C -0.23391 -0.05739 0.08149 0.7364
C 0.83056 -0.56247 0.99280 -1.2692
H 0.51156 -0.77355 2.01315 0.3424
H 1.25445 -1.50318 0.61260 0.3362
H 1.70168 0.06999 1.14641 0.3788
H -0.45235 0.84879 -1.80725 0.3687
H -2.13480 -0.60788 0.94098 0.3151
H 0.87238 -0.09219 -1.73972 0.3786
H -1.95890 0.80955 -0.33211 0.2297
H 0.87856 1.35926 -0.97384 0.3666
```

HOMO: -14.90 eV
SMILES: C=C(C)[NH3+]
relative energy (zero: lowest compared OMol25 entry of this formula, charge and spin): 11.5 kcal/mol
orbital gap: 10.990 eV
lowest unoccupied orbital energy: -0.144 Ha
multiplicity: 1
charge: +1



(2)
DFT (wB97M-V/def2-TZVPD) results for a cluster of 2 separate species, CH3IO3P in total.

Geometry as XYZ:
```
9
Properties=species:S:1:pos:R:3:mulliken_charge:R:1
I -2.40280 1.33915 -1.12620 -0.1849
P -0.15505 0.38600 -1.33864 0.5924
O 0.52224 0.52699 0.16850 -0.2523
O -0.44291 -1.95899 -1.63443 -0.7290
O 0.63777 1.25122 -2.22175 -0.5455
C 0.48826 -0.20491 1.27803 -0.6604
H 0.01456 -1.13907 1.21980 0.3341
H 1.52150 -0.55075 1.63677 0.2127
H -0.18357 0.35037 2.01790 0.2330
```

HOMO (alpha / beta): -4.62 / -4.59 eV
relative energy (zero: lowest compared OMol25 entry of this formula, charge and spin): 126.3 kcal/mol
orbital gap (alpha / beta): 7.471 / 7.441 eV
lowest unoccupied orbital energy (alpha / beta): 0.105 / 0.105 Ha
multiplicity: 1
charge: -1



(3)
DFT (wB97M-V/def2-TZVPD) results for a structure of composition C8H8AsCsF6N6O6.

Geometry as XYZ:
```
36
Properties=species:S:1:pos:R:3:lowdin_spin:R:1
Cs -2.01431 -1.27817 -0.27146 0.0062
As -4.24088 -3.84310 0.60120 0.0000
F -2.53077 -3.54069 1.02271 0.0002
F -5.92232 -4.08740 0.21007 0.0000
F -3.71249 -5.20456 -0.36032 0.0000
F -4.08403 -2.84953 -0.85415 0.0000
F -4.55755 -2.32024 1.44915 0.0000
F -4.44108 -4.82904 2.02037 0.0000
O 0.36508 -4.75746 -1.06228 0.0001
O 2.59268 6.90657 0.06154 0.0103
O -2.70961 3.28481 -0.01817 0.1847
O 0.41446 7.29291 -0.30483 0.0011
O -0.94487 -3.19123 -1.70336 0.0001
O -1.89842 1.25701 -0.70662 0.1052
N 0.07705 -3.59528 -1.20640 0.0001
N 2.76367 -3.92508 -0.27739 0.0000
N 2.63161 -1.75768 0.42242 0.0002
N 0.69603 2.32366 -0.01071 0.1329
N 0.84728 -2.51456 -0.73866 0.0000
N 1.88901 -0.60429 0.67390 0.0010
C -2.02817 2.37362 -0.34383 0.0939
C 1.95554 2.80711 0.16147 0.0317
C 1.40925 6.58281 -0.11466 0.0075
C 2.18410 4.15012 0.12196 -0.0068
C 1.13456 5.06433 -0.09254 0.0207
C 2.02258 -2.79944 -0.20978 0.0000
C -0.15324 4.57007 -0.25493 0.0520
C -0.20606 3.20078 -0.19415 0.3573
H 3.49999 -4.01745 0.40395 0.0000
H 2.13683 -0.21517 1.57330 0.0002
H 3.64280 -1.72037 0.43016 0.0000
H 3.16226 4.59054 0.25908 0.0016
H 2.73940 2.08325 0.33436 -0.0003
H 2.29765 -4.77253 -0.56160 0.0000
H 1.95944 0.08673 -0.06400 0.0009
H -0.97749 5.24895 -0.39581 -0.0008
```

HOMO (alpha / beta): -5.87 / -5.85 eV
relative energy (zero: lowest compared OMol25 entry of this formula, charge and spin): 55.0 kcal/mol
orbital gap (alpha / beta): 7.175 / 5.958 eV
lowest unoccupied orbital energy (alpha / beta): 0.048 / 0.004 Ha
multiplicity: 2
charge: -1



(4)
DFT (wB97M-V/def2-TZVPD) results for a cluster of 16 separate species, C35H73F7N17O36S in total.

Geometry as XYZ:
```
169
Properties=species:S:1:pos:R:3:mulliken_charge:R:1
S 0.34343 1.50807 0.96410 1.1174
F -1.72520 1.73932 -2.37432 -0.2454
F 2.51562 0.86654 -0.60631 0.0222
F 1.00516 -0.70535 -0.37534 -0.2637
F 0.61616 2.40174 -2.25623 -0.2571
F -1.57580 -0.19295 -1.31009 -0.2313
F -1.04769 -0.04385 -3.48427 -0.2237
F 1.36621 0.40528 -2.86648 -0.3220
O 0.07887 0.37602 1.89411 -0.7630
O -13.46329 -1.85633 1.49008 -0.4677
O 0.40646 0.92180 -8.01440 -0.5711
O -14.24028 -2.45983 3.42032 -0.5779
O -6.45704 -1.48968 0.12969 -0.5070
O 1.21808 -6.51783 -6.45150 -0.5177
O 4.89777 -0.93697 -1.70121 -0.5091
O -13.62581 0.12525 6.67542 -0.5662
O 11.24845 -5.36204 -6.15494 -0.4890
O -6.77126 -2.34256 6.56520 -0.5182
O 9.05563 -5.63194 -3.66335 -0.5662
O -1.02832 1.94647 0.59034 -0.6830
O -7.87249 -3.77884 7.75780 -0.5449
O 4.28670 -2.43033 -6.05671 -0.5343
O 2.66921 2.47458 7.98575 -0.4548
O 9.37840 -3.72115 -2.68672 -0.5474
O 0.64852 2.64374 3.08189 -0.1219
O -2.84549 2.11092 -5.02106 -0.4732
O -10.30129 -1.08917 3.49794 -0.5151
O -14.60142 1.38199 5.20174 -0.5653
O 5.12646 -3.04597 -1.25512 -0.6224
O 3.16132 -3.87086 -4.89179 -0.6510
O 3.32726 5.63978 2.21718 -0.6746
O -6.12376 -1.38671 -2.00935 -0.5509
O -9.65180 -3.87808 0.20503 -0.5721
O 2.10671 4.57429 7.96222 -0.5405
O -11.27775 0.17170 2.01497 -0.5349
O -8.68013 -5.12766 1.68477 -0.5107
O 6.11242 6.81299 -0.26171 -0.5302
O -0.15633 3.01385 -8.09127 -0.5582
O 9.58448 -6.24139 -7.23284 -0.5153
O -3.98243 3.69826 -4.08355 -0.5303
O 5.68073 8.93172 -0.10691 -0.5676
O 2.62070 -5.79740 -7.93929 -0.5189
O 7.45695 0.88683 -3.39216 -0.6461
O 1.50131 5.34963 3.39395 -0.6779
N -13.79505 0.53103 5.53903 0.9235
N -7.79575 -2.89127 6.92651 0.8819
N 8.99955 -4.41168 -3.61135 0.9648
N -8.84727 -4.72885 0.54979 0.9119
N 1.27737 2.60128 1.88006 1.1050
N -5.74630 -1.52333 -0.85842 0.9381
N -14.36219 -2.18913 2.23809 0.9004
N 10.67200 -6.29317 -6.68713 0.8709
N 3.25446 -2.96639 -5.71143 0.9770
N -10.47386 -0.68087 2.35642 1.0085
N 2.31233 -6.48643 -6.98245 0.8978
N -3.83353 2.55352 -4.45906 0.8690
N 7.28185 2.18194 -1.49322 -0.3740
N 5.90157 7.83121 0.37111 0.9140
N 4.51209 -2.09204 -1.69698 0.9691
N 0.08473 1.97978 -7.49839 0.9485
N 2.35352 3.52501 8.52386 0.8415
C 6.19215 1.94248 -0.46132 0.3826
C 5.13337 3.11588 -0.55068 -1.1495
C 2.26276 3.51150 10.00820 -0.8228
C -15.72717 -2.27105 1.65400 -0.7833
C 1.63577 3.90610 1.31706 0.5618
C -0.78053 5.03092 1.38414 -0.9322
C 3.94808 3.36107 5.87633 -1.4402
C 3.27002 0.51794 3.22492 -0.9808
C 0.46736 4.69724 0.53380 -0.2492
C 5.91617 7.71789 1.85325 -0.4717
C 3.67717 1.85221 5.36851 0.4627
C 11.36400 -7.60853 -6.66514 -0.7468
C -9.62504 -1.28282 1.29659 -0.9924
C 7.56590 0.91857 -2.16904 0.6185
C -4.29304 -1.75108 -0.63675 -0.8182
C 8.41491 -3.70397 -4.78206 -0.7715
C 3.36303 -7.36788 -6.40799 -0.7017
C -4.95796 1.61257 -4.20846 -0.8575
C 3.17464 -2.36573 -2.28259 -0.1208
C -1.64554 5.52799 2.07298 -0.1195
C -0.94886 0.58567 -2.23932 0.6921
C 4.12878 3.13761 0.70994 0.4568
C 1.12396 0.69382 -0.50279 0.2508
C -7.99423 -5.33259 -0.50800 -0.7095
C 1.44869 2.15950 4.18390 -1.1509
C -9.06975 -2.44381 6.30220 -0.6742
C 5.06975 1.09697 5.36675 -1.4934
C -0.01979 1.99813 -6.01522 -0.6229
C 2.98125 1.91710 3.90847 2.4919
C -12.94226 -0.06667 4.47663 -0.6819
C 0.53157 1.04853 -1.92235 0.3979
C 8.00087 -0.32866 -1.29872 -0.5004
C 2.82179 3.85835 0.22394 -1.6363
C 1.99029 -2.48878 -6.33293 -0.7603
C 2.15852 4.99480 2.39761 -0.3412
H -3.92473 -0.93811 -0.01293 0.3526
H 0.96861 5.63281 0.12602 0.6867
H 1.34858 -2.12392 -5.53248 0.2694
H 1.53799 -3.33543 -6.84754 0.2712
H 4.00745 2.05893 1.01217 -0.6040
H 3.00671 -8.39361 -6.48117 0.2822
H 7.14452 -0.59842 -0.60657 0.1538
H -8.25160 -4.88328 -1.46384 0.3216
H 8.87260 -0.05602 -0.62352 0.3765
H 1.51118 2.77433 10.28378 0.2878
H 5.60954 4.12723 -0.71862 0.3688
H 1.38452 2.92824 5.02137 0.1598
H 5.71499 8.69673 2.28087 0.2880
H 5.79619 1.45768 4.58721 0.2346
H -5.83303 2.00231 -4.72472 0.3538
H 0.96582 1.21819 4.57988 0.2386
H 0.95831 1.73551 -5.61463 0.3145
H -3.78896 -1.75638 -1.59949 0.2868
H -2.47450 6.07954 2.57737 0.4050
H 8.12190 -4.44069 -5.52565 0.2942
H 2.74905 -1.42890 -2.63233 -0.1619
H 11.51239 -7.88315 -5.62254 0.2925
H 2.55637 -2.80186 -1.50001 0.3637
H 4.89459 -0.02681 5.32618 0.2777
H 4.42285 4.00535 5.08233 0.2438
H 2.97027 1.41090 6.12830 0.3813
H -9.71366 -2.07528 7.09861 0.2869
H -9.82468 -2.35694 1.28249 0.4063
H 5.68098 0.96722 -0.69524 -0.2363
H 4.33929 0.40382 2.85312 0.2490
H -0.31197 2.99448 -5.69544 0.3182
H -4.68716 0.63284 -4.59374 0.3033
H -8.19240 -6.40256 -0.51795 0.2789
H -13.14100 -1.13681 4.46190 0.2800
H 4.69071 3.65932 1.53146 0.5994
H -11.90637 0.13945 4.73036 0.2966
H -15.69677 -3.00546 0.85153 0.2981
H 2.63010 0.39451 2.29053 -0.2799
H -15.98167 -1.28281 1.27560 0.3040
H 3.31319 -3.06087 -3.11191 0.1067
H -6.95730 -5.12539 -0.25054 0.2466
H 4.50163 2.90608 -1.47790 0.3417
H -16.42243 -2.57720 2.43140 0.3131
H -4.18280 -2.71219 -0.13808 0.2980
H 2.22418 -1.69132 -7.03365 0.3401
H 4.27957 -7.23617 -6.97724 0.3056
H -8.58672 -1.07775 1.55139 0.3705
H 5.13977 7.00533 2.13690 0.1724
H 3.09933 4.90419 -0.12032 0.8635
H -13.20051 0.38555 3.52382 0.3185
H -0.77221 1.26718 -5.73097 0.1901
H -5.11910 1.57332 -3.13277 0.3067
H 1.97476 4.50247 10.35001 0.3063
H 6.90372 7.36445 2.14516 0.2605
H 4.69868 3.28906 6.73205 0.4305
H 9.17842 -3.03846 -5.17944 0.2806
H 3.01941 3.83995 6.28660 0.2932
H -8.85231 -1.65540 5.58686 0.3025
H 2.34697 3.37820 -0.69444 0.2822
H 3.24323 3.23929 10.39461 0.3012
H 6.70085 1.97174 0.54415 0.1271
H 2.96568 -0.35086 3.89413 0.4080
H -9.51121 -3.30471 5.80404 0.2633
H 3.50712 -7.07226 -5.37041 0.2588
H 10.74018 -8.34025 -7.17194 0.3063
H 7.54904 -3.14591 -4.42911 0.3249
H 12.31448 -7.48780 -7.18129 0.2879
H 6.96519 2.86496 -2.18714 0.2977
H 0.11930 4.11651 -0.36787 0.0174
H 8.21789 -1.20228 -1.97194 0.0550
H 5.53423 1.27411 6.39338 0.4500
H -9.88338 -0.83106 0.34238 0.3075
H 3.45153 2.80450 3.40169 -0.8140
```

HOMO: -5.00 eV
orbital gap: 5.609 eV
lowest unoccupied orbital energy: 0.022 Ha
multiplicity: 1
charge: -1



(5)
DFT (wB97M-V/def2-TZVPD) results for the molecule C5H13BrSi.

Geometry as XYZ:
```
20
Properties=species:S:1:pos:R:3:mulliken_charge:R:1
Br -0.57510 -2.93512 0.49667 -0.2841
Si 0.37418 -0.96244 0.82416 0.4455
C 0.71160 -0.57212 -1.78590 -1.6669
C 0.82634 1.51896 -0.45424 -1.6488
C -0.33852 -0.36889 2.47304 -1.2579
C 0.05561 0.17291 -0.57848 1.6850
C -1.45576 0.37633 -0.70912 -1.9114
H -1.90235 0.87686 -1.55594 0.3785
H 1.28625 0.03798 -2.47129 0.3585
H 1.68827 1.34675 0.14060 0.4474
H 1.13398 1.96495 -1.40286 0.4045
H -1.37376 -0.70152 2.60406 0.3384
H 1.43805 -1.28967 -1.41508 0.3475
H 0.11381 -0.61348 3.38529 0.4123
H -0.03920 -1.08354 -2.33262 0.3981
H 0.25880 2.34804 0.02572 0.3333
H -0.44609 0.66681 2.46787 0.3903
H -1.72466 0.83967 0.14129 0.5305
H -1.93816 -0.60975 -0.66327 0.4310
H 1.90671 -1.01272 0.81011 -0.1320
```

HOMO: -10.10 eV
SMILES: C[Si@@H](Br)C(C)(C)C
relative energy (zero: lowest compared OMol25 entry of this formula, charge and spin): 33.4 kcal/mol
orbital gap: 10.885 eV
lowest unoccupied orbital energy: 0.029 Ha
multiplicity: 1
charge: 0



(6)
DFT (wB97M-V/def2-TZVPD) results for a cluster of 2 separate species, C4H9O2S in total.

Geometry as XYZ:
```
16
Properties=species:S:1:pos:R:3:mulliken_charge:R:1
S -0.64254 -0.65624 -1.85450 -0.3072
O 0.22614 1.75724 0.45284 -0.7381
O 0.87735 -0.31219 1.24007 -0.7164
C 1.07091 0.91581 0.91650 0.7114
C -1.13181 -1.61408 -0.38089 -0.3421
C -2.05651 -0.83269 0.56117 -0.8846
C 2.48550 1.51791 0.97927 -0.9504
H 2.31617 2.58721 0.94521 0.2753
H -2.90429 -0.42489 0.02157 0.3043
H -2.52009 -1.50154 1.37990 0.2386
H 3.00083 1.20165 1.91200 0.2675
H -0.41650 0.39803 -1.04502 0.1029
H 3.06042 1.17142 0.09994 0.1783
H -1.52562 0.00681 0.99753 0.2536
H -0.22199 -1.82770 0.15665 0.2935
H -1.54475 -2.59310 -0.79539 0.3134
```

HOMO: -4.53 eV
relative energy (zero: lowest compared OMol25 entry of this formula, charge and spin): 9.2 kcal/mol
orbital gap: 8.120 eV
lowest unoccupied orbital energy: 0.132 Ha
multiplicity: 1
charge: -1



(7)
DFT (wB97M-V/def2-TZVPD) results for the molecule C3H6O3.

Geometry as XYZ:
```
12
Properties=species:S:1:pos:R:3:mulliken_charge:R:1
O 2.31827 0.80679 0.30817 -0.5335
O 0.60741 -0.57125 -1.20894 -0.5633
O -2.06565 0.58763 -0.40935 -0.4881
C 1.06657 0.56946 0.75769 -0.3976
C -1.27387 -0.31967 0.33875 -0.3366
C 0.18210 -0.14530 0.06049 0.4366
H 2.33207 0.45242 -0.59868 0.3646
H -1.49551 -0.14145 1.39516 0.2876
H -1.67224 0.63127 -1.29111 0.3299
H 0.85516 1.02023 1.72115 0.3431
H -1.56763 -1.35767 0.10922 0.2330
H 0.71330 -1.53245 -1.18255 0.3243
```

HOMO: -8.89 eV
SMILES: O/C=C(\O)CO
relative energy (zero: lowest compared OMol25 entry of this formula, charge and spin): 39.9 kcal/mol
orbital gap: 9.455 eV
lowest unoccupied orbital energy: 0.021 Ha
multiplicity: 1
charge: 0



no.,E_tot (eV)
1,-4722.9293
2,-24616.7683
3,-107344.3559
4,-166329.7748
5,-83316.9249
6,-19225.7505
7,-9349.5870